DFT (ωB97M-V with the def2-TZVPD basis set) results for a 2-piece molecular cluster, C3H4O5 overall.

Charge: -2
E_HOMO: 0.0809 hartree
ΔE to the lowest compared entry with this formula, charge and spin: 0.0 kJ/mol
LUMO: 6.1 eV
2S+1: 1
Gap between HOMO and LUMO: 3.92 eV

CARTESIAN COORDINATES (ANGSTROEM)
C: 0.961 1.154 1.355
O: 0.066 -1.842 -1.155
H: 1.231 2.201 1.165
O: 0.962 1.338 -1.342
H: 0.633 1.036 2.393
C: 0.061 0.718 -0.790
O: -2.110 -1.372 -1.356
O: -0.139 0.770 0.542
H: 1.833 0.513 1.165
C: -1.176 -2.096 -0.850
H: -0.905 0.457 -1.267
O: -1.416 -2.878 0.139

---

DFT (ωB97M-V with the def2-TZVPD basis set) results for a 3-piece molecular cluster, C6H15N overall.

Charge: +1
E_HOMO (spin up / spin down): -0.5412 / -0.5326 hartree
ΔE to the lowest compared entry with this formula, charge and spin: 310.7 kJ/mol
LUMO (spin up / spin down): -6.2 / -6.2 eV
2S+1: 2
Expectation value of S²: 0.754
Gap between HOMO and LUMO (spin up / spin down): 8.55 / 8.29 eV

CARTESIAN COORDINATES (ANGSTROEM)
H: -0.939 -1.596 0.346
H: -2.964 0.252 -0.861
H: 1.207 2.093 -0.002
H: 0.412 -2.420 1.016
H: -0.503 0.674 1.802
H: 1.871 0.425 0.009
H: -0.908 2.130 -1.924
C: -0.674 -2.428 0.979
C: -2.303 0.297 -0.002
C: -1.065 0.813 -0.245
H: 2.380 -1.617 -0.947
N: 2.902 -0.869 -0.475
C: 1.245 1.201 0.641
H: 3.822 -1.258 -0.253
C: -0.663 1.105 -1.672
C: -0.104 0.793 0.792
H: -1.082 -2.211 1.961
H: 1.853 1.371 1.524
H: -1.143 0.454 -2.396
H: 0.417 1.024 -1.788
H: -2.687 0.180 0.996
H: -1.014 -3.389 0.618

---

DFT (ωB97M-V with the def2-TZVPD basis set) results for a 9-piece molecular cluster, C6H31N2O8 overall.

Charge: +1
E_HOMO: -0.4886 hartree
ΔE to the lowest compared entry with this formula, charge and spin: 284.5 kJ/mol
LUMO: -2.7 eV
2S+1: 1
Gap between HOMO and LUMO: 10.59 eV

CARTESIAN COORDINATES (ANGSTROEM)
C: 0.526 0.364 2.698
H: -0.464 1.343 -0.397
H: 3.423 3.146 -0.129
H: 1.415 -2.562 -2.823
H: 3.651 1.481 0.124
H: 1.375 -2.687 0.319
O: -1.310 -0.671 -0.271
O: 1.885 -2.645 1.121
H: -2.015 -0.612 3.037
C: 1.979 2.077 1.390
H: 1.465 0.211 0.629
O: -0.960 2.151 -0.255
N: -2.882 0.565 1.547
H: 2.724 -3.104 1.041
H: -0.446 3.012 -3.563
H: -1.586 -2.618 -3.355
H: -0.713 -0.903 -4.061
H: -2.773 1.079 0.674
H: -0.715 1.558 1.397
H: 0.364 -0.676 2.960
H: -1.486 -0.637 -1.239
C: 2.049 1.963 -1.174
C: 2.884 2.218 0.100
H: 2.460 2.418 2.336
H: 2.568 0.047 2.025
O: -0.131 -0.844 -3.260
H: 0.044 -2.520 2.286
H: 0.545 -0.309 -3.725
C: 1.689 0.539 1.613
H: 1.080 2.675 1.232
O: -1.298 2.926 -3.124
H: 1.434 2.807 -1.546
H: 1.297 1.247 -0.873
H: 0.832 0.922 3.587
H: -1.571 -1.534 0.081
H: 2.646 1.574 -1.949
H: -1.870 3.595 -3.576
H: -2.131 -3.767 -2.743
H: 1.370 -1.614 -1.751
H: -1.396 2.226 -1.114
O: 1.573 -2.544 -1.874
O: -0.751 -2.687 2.734
H: -3.821 0.308 1.712
N: -0.757 0.927 2.174
O: -2.190 -2.791 -2.632
C: -1.836 0.166 2.272
H: -1.073 -3.574 2.520

---

DFT (ωB97M-V with the def2-TZVPD basis set) results for a 3-piece molecular cluster, C34H78BN6O12 overall.

Charge: +1
E_HOMO: -0.3754 hartree
LUMO: -2.6 eV
2S+1: 1
Gap between HOMO and LUMO: 7.63 eV

CARTESIAN COORDINATES (ANGSTROEM)
H: -1.531 2.048 2.809
H: -2.983 -3.503 2.715
H: -2.162 -1.187 -1.529
H: 3.180 0.665 -0.125
C: -2.798 -3.764 3.752
C: 2.387 5.257 3.818
O: -2.727 -2.821 -2.666
H: 0.595 -4.486 3.556
H: 3.367 4.881 4.124
C: 3.123 3.063 -1.108
H: -0.461 3.075 5.910
H: 0.594 -2.169 -3.779
H: -1.575 -5.478 3.186
H: 1.544 2.097 -2.263
C: -0.974 5.176 5.551
H: 4.491 -2.443 -0.717
H: 2.977 0.219 -1.839
H: -0.093 2.445 3.781
H: 5.197 -4.394 -2.905
H: -1.873 5.708 5.234
C: 0.566 -1.841 2.863
O: -2.470 4.903 -2.578
H: 1.268 2.491 0.492
O: -1.927 3.163 4.452
H: -8.192 3.191 -1.767
H: -4.069 -3.590 -1.316
C: 1.408 -2.053 0.582
O: -0.347 -0.496 -2.982
C: -6.102 2.531 -0.362
H: -3.622 -4.623 -4.066
H: -4.304 1.390 -0.248
H: -0.154 5.400 3.713
H: 1.354 3.920 5.088
H: -2.439 1.566 -2.099
C: 2.480 0.640 -0.966
C: -3.602 5.564 -2.043
H: -3.518 -0.900 -2.620
H: -0.742 5.519 6.564
C: 1.408 5.008 4.944
C: -2.568 -1.429 -2.516
H: -1.443 -1.691 -4.308
H: 3.212 -2.342 -2.509
H: 4.099 2.663 -1.372
H: -4.209 -5.486 -2.619
H: -0.270 -4.757 0.914
H: 8.440 -1.603 -3.097
C: 0.977 -3.703 -1.678
C: -4.627 2.354 -0.657
H: 1.811 5.442 5.864
H: -4.858 3.139 -2.511
C: 1.990 -4.154 -2.746
C: 7.589 -1.829 -3.745
C: 4.516 -4.029 -2.144
H: 2.871 -5.475 1.758
H: -4.528 5.238 -2.523
N: 0.230 -5.205 0.152
C: 1.323 -4.347 -0.300
O: 1.332 -0.147 -0.638
C: -2.943 2.476 -2.450
C: -0.264 -3.841 3.771
O: 2.006 4.541 2.647
H: -2.066 3.574 6.409
H: -3.683 5.418 -0.962
C: -4.022 -3.329 -2.376
H: -0.857 3.674 2.738
H: 1.480 -4.135 -3.709
H: 4.170 -4.915 -1.607
H: -2.694 -2.852 4.337
H: -2.145 3.775 -0.875
H: 4.412 -2.696 2.386
H: 1.488 -2.159 3.355
H: 2.184 -4.991 -0.450
C: -1.321 3.692 5.620
H: 7.919 -2.307 -4.659
H: 5.792 -1.178 -2.047
N: 1.642 -1.515 -0.656
N: -4.355 2.371 -2.088
C: -1.574 -0.907 -3.561
N: 0.891 -1.336 1.535
H: 7.104 -0.879 -3.994
C: 0.668 -1.458 -2.956
O: 6.683 -2.693 -3.093
H: -6.700 1.780 -0.887
H: 0.154 -1.000 3.424
H: -6.843 3.813 -2.748
H: -4.090 3.142 -0.114
C: -1.552 -4.639 3.880
H: -1.994 -0.038 -4.061
H: 2.931 3.917 -1.756
H: -7.835 4.927 -1.797
H: 0.546 5.756 1.760
H: 2.233 6.158 1.349
C: 6.255 -2.160 -1.868
C: -2.133 3.675 -1.968
C: -4.289 -4.579 -3.211
H: 1.612 -0.931 -3.096
O: 0.911 2.404 -0.396
H: 0.020 -4.135 -1.964
O: 3.724 -2.446 1.765
H: 2.224 -5.204 -2.573
B: 3.020 -3.562 1.405
C: 0.705 -2.201 -1.619
H: 7.106 -1.984 -1.202
C: -7.391 3.934 -1.807
H: 5.712 -3.669 -0.392
H: -3.483 6.628 -2.242
H: -6.253 2.391 0.711
N: 0.109 5.603 4.668
H: -1.550 -5.074 4.881
H: 3.549 -3.302 -3.915
O: 3.546 -4.801 1.652
C: -1.048 2.827 3.403
H: 0.705 -0.362 1.337
O: -0.378 -2.854 2.745
N: 1.712 -3.381 0.785
H: -2.896 2.467 -3.542
H: -3.659 -4.304 4.138
H: 3.101 3.421 -0.083
C: 3.305 -3.370 -2.855
O: -6.546 3.841 -0.677
H: 0.585 -6.083 0.505
C: 1.990 2.055 -1.273
H: -0.287 -2.074 -1.176
C: 5.242 -3.085 -1.181
H: -0.067 -3.359 4.733
H: 1.472 4.685 0.710
H: -5.307 -4.544 -3.596
H: -4.785 -2.577 -2.578
H: -1.093 3.487 -2.247
C: 1.542 5.341 1.574
H: 2.487 6.324 3.604

---

DFT (ωB97M-V with the def2-TZVPD basis set) results for a 9-piece molecular cluster, C18H54O9S9 overall.

E_HOMO: -0.3126 hartree
ΔE to the lowest compared entry with this formula, charge and spin: 162.4 kJ/mol
LUMO: -0.3 eV
2S+1: 1
Gap between HOMO and LUMO: 8.22 eV

CARTESIAN COORDINATES (ANGSTROEM)
H: 0.980 0.393 4.556
H: 1.688 5.284 -3.790
H: -3.555 -1.672 4.196
H: -3.295 -2.026 -5.239
O: -0.469 -0.259 1.559
C: -3.103 -0.887 3.591
H: -0.560 2.306 4.146
S: 1.912 4.724 -1.361
H: 3.520 1.384 -2.369
C: 1.270 5.613 -2.838
H: -0.240 3.885 3.489
H: 2.656 0.448 5.128
H: -3.655 2.136 1.367
C: 0.455 4.843 -0.300
H: 2.993 -2.327 2.169
C: -2.282 -2.419 -5.151
C: 0.152 1.042 -0.700
H: -2.217 0.607 -3.407
C: 3.900 1.884 0.507
S: -0.068 0.659 -4.563
O: 2.794 3.396 3.738
O: -4.955 1.089 3.827
C: -0.342 -3.718 -3.670
H: -2.518 1.822 2.638
H: -2.497 -0.314 4.293
H: -2.325 -1.284 2.938
O: 1.970 3.310 -1.907
O: 6.549 1.732 -0.366
H: -1.435 2.108 -3.001
H: -0.879 1.023 -1.056
H: 5.195 1.382 -3.076
C: 4.563 1.668 -2.235
C: -0.100 -3.992 3.754
H: -4.549 -2.266 1.354
H: -1.961 -2.945 -6.050
H: 4.490 2.749 -2.358
H: 0.615 4.247 0.598
H: -2.599 0.848 1.106
O: -2.543 -3.214 -2.453
S: 0.622 -0.341 0.470
C: 0.122 -1.725 -0.614
O: 2.394 -5.171 3.448
H: 0.822 -1.773 -1.448
H: -2.124 -5.261 0.045
C: 2.222 -2.549 2.907
H: 1.470 6.661 -2.616
H: 0.199 5.476 -2.982
H: 2.032 1.904 -4.623
C: -3.160 1.329 1.907
H: 2.283 0.498 3.369
H: 0.307 2.467 2.589
H: 0.855 1.053 -1.533
H: -3.007 -2.226 0.779
H: 2.975 1.627 -0.009
H: 2.647 -2.358 3.892
H: -0.420 4.473 -0.834
H: 0.651 2.586 -5.622
C: 0.177 2.883 3.588
H: 0.372 5.897 -0.033
H: 0.300 -3.843 4.756
H: 0.180 -3.861 -4.616
H: 3.809 1.508 1.526
H: -4.135 -3.196 -0.203
S: 5.162 1.104 -0.596
H: 1.411 -1.834 2.767
H: -0.852 -1.588 -1.084
H: 0.303 1.966 -0.142
H: -1.296 -4.065 1.073
S: -2.128 -3.731 -3.819
H: -1.487 -5.748 1.551
C: -1.623 1.420 -3.825
H: -0.671 -4.919 3.809
S: -3.622 -4.499 1.765
C: -3.856 -2.909 0.811
H: 4.067 2.959 0.429
C: -1.986 -4.908 1.067
H: 0.050 -4.539 -3.071
H: -1.684 -1.519 -5.005
H: 0.771 2.797 -3.837
H: -0.700 -3.117 3.505
S: 1.479 -4.219 2.702
H: 0.004 -2.732 -3.359
O: 0.559 -0.132 -3.438
S: -4.328 0.221 2.766
C: 1.968 0.811 4.364
S: 1.715 2.659 4.507
C: 0.969 2.136 -4.681
H: 0.201 -2.672 -0.081
H: -2.195 1.877 -4.633
O: -3.384 -4.139 3.248

---

DFT (ωB97M-V with the def2-TZVPD basis set) results for C8H26N2O4 as an isolated structure.

E_HOMO: -0.3251 hartree
ΔE to the lowest compared entry with this formula, charge and spin: 1084.4 kJ/mol
LUMO: 0.5 eV
2S+1: 1
Gap between HOMO and LUMO: 9.39 eV

CARTESIAN COORDINATES (ANGSTROEM)
H: 0.331 2.450 1.235
C: -1.691 0.574 1.485
H: 2.333 0.710 0.554
H: 2.921 -1.326 -2.522
H: -1.216 1.850 0.487
O: 0.466 1.082 -0.323
H: 0.009 0.193 -0.767
H: 0.418 0.406 1.262
H: -0.112 1.775 2.336
H: 2.072 2.253 -0.166
H: -0.951 -3.171 -0.778
H: 4.512 0.470 -0.817
C: -1.737 -2.754 -0.147
N: 3.989 0.947 -1.537
H: -0.974 -0.948 -0.609
H: 1.443 -1.312 -1.561
H: -3.235 -1.026 0.962
C: 1.886 1.190 -0.317
H: -2.057 -1.478 2.143
N: -2.585 1.189 2.507
H: -1.706 1.141 0.553
H: -0.083 0.109 2.939
H: -1.868 -3.341 0.762
C: -2.193 -0.877 1.244
H: 2.106 1.084 -2.391
H: -1.559 -1.806 -3.290
H: -2.670 -2.846 -0.702
C: 2.564 0.553 -1.557
H: -2.128 2.059 2.741
O: -1.361 -1.457 0.188
H: 4.208 1.904 -1.298
C: -0.183 2.156 0.320
H: -1.336 -1.262 -1.895
O: -1.795 -1.951 -2.374
C: -0.251 0.730 2.059
H: -0.282 3.018 -0.340
H: 3.022 -1.458 -0.837
H: -2.369 0.623 3.315
O: -0.407 -0.521 -1.251
C: 2.464 -0.935 -1.614